Entry 1:
59
Properties=species:S:1:pos:R:3:lowdin_charge:R:1 method="wB97M-V/def2-TZVPD" homo_ev=-8.38 total_energy_ev=-184564.860 orbital_gap_ha=0.2978
Ga 0.35945 0.63470 1.50326 0.4385
O 2.39297 0.73968 0.51033 -0.3331
S 2.12397 2.17435 0.34777 0.5526
O 3.17278 3.06758 0.70370 -0.2352
O 0.82606 2.45302 1.06881 -0.2617
C 1.82404 2.27025 -1.40972 -0.2490
C 2.57209 3.12204 -2.19721 -0.0345
C 2.51361 3.00450 -3.57698 -0.0464
C 1.71201 2.03082 -4.15536 -0.0504
C 0.94467 1.19623 -3.36070 -0.0581
C 1.00410 1.30262 -1.97148 -0.3013
P -0.00742 0.19223 -0.92679 1.1448
C -1.64686 0.50019 -1.65520 -0.3357
C -2.22466 -0.26423 -2.66386 -0.0954
C -3.47087 0.08544 -3.15351 -0.0742
C -4.13829 1.18712 -2.64295 -0.0633
C -3.55959 1.95633 -1.64646 -0.0707
C -2.31233 1.61619 -1.15433 -0.0847
C 0.47097 -1.48464 -1.40874 -0.3603
C -0.43249 -2.51357 -1.14230 -0.0969
C -0.07838 -3.82510 -1.39583 -0.0660
C 1.18371 -4.11821 -1.88807 -0.0697
C 2.09104 -3.09920 -2.12975 -0.0663
C 1.74006 -1.78152 -1.89368 -0.0783
H 3.21291 3.84010 -1.71073 0.1183
H 3.11387 3.65001 -4.19719 0.1114
H 1.69495 1.91093 -5.22850 0.1115
H 0.31796 0.44025 -3.81150 0.1134
H -1.71393 -1.13420 -3.05202 0.1014
H -3.92456 -0.50847 -3.93312 0.1053
H -5.12024 1.43949 -3.01274 0.1073
H -4.08346 2.80144 -1.22921 0.0792
H -1.85622 2.19821 -0.36046 0.0999
H -1.40705 -2.27479 -0.73494 0.1168
H -0.78565 -4.61876 -1.20966 0.1094
H 1.46380 -5.14289 -2.07481 0.1066
H 3.07676 -3.32934 -2.50415 0.1086
H 2.45009 -0.98353 -2.06331 0.1144
Br 4.39176 -3.43759 4.96649 0.7288
C 3.12453 -2.35013 4.05822 -0.6826
C 2.89640 -2.55813 2.70849 -0.1168
C 2.01517 -1.73063 2.04053 -0.1069
C 1.36526 -0.68716 2.69611 -0.1851
C 1.60869 -0.50222 4.05433 -0.1157
C 2.47639 -1.33791 4.74095 -0.1270
H 3.42726 -3.33240 2.17749 0.1019
H 1.85884 -1.86723 0.97879 0.0831
H 1.13542 0.31859 4.58600 0.1058
H 2.66228 -1.18872 5.79233 0.1011
N -1.98500 -0.09293 3.96532 0.2001
C -2.28231 0.75145 2.94518 -0.4077
O -1.40892 0.89086 1.98433 -0.0581
C -3.50855 1.39740 2.93394 -0.2014
C -4.40929 1.20214 3.99100 -0.2363
N -5.11757 1.01325 4.87786 0.1486
C -3.88393 2.29408 1.92710 -0.1935
N -4.22787 3.04190 1.12489 0.1673
H -1.04440 -0.44275 4.04273 0.0804
H -2.59407 -0.11713 4.76930 0.1057

Entry 2:
24
Properties=species:S:1:pos:R:3:lowdin_charge:R:1 method="wB97M-V/def2-TZVPD" homo_ev=-7.86 total_energy_ev=-26371.303 orbital_gap_ha=0.2986 relative_energy_kj_mol=437.30 smiles="C/C(=C/C(C)=C/S(=O)(=O)O)NN"
C 1.21854 3.68651 0.37835 -0.0353
C 0.92540 2.20407 0.30849 -0.2931
C 1.49321 1.31165 1.19470 -0.0692
C 1.12008 -0.08998 1.33366 -0.3056
C 2.21084 -1.04362 1.74002 -0.0411
C -0.20314 -0.52114 1.16041 -0.1105
S -0.75663 -2.26590 1.14773 0.6764
O -0.57583 -2.97282 2.42872 -0.3161
O -0.02565 -2.97751 0.07426 -0.3508
O -2.28322 -2.28860 0.56830 -0.1717
N 0.22092 1.67251 -0.77584 -0.0495
N -0.23618 2.43673 -1.91872 0.0267
H 1.97166 3.86638 1.18516 0.0935
H 0.31924 4.27836 0.56628 0.0858
H 1.65221 4.03084 -0.57444 0.0766
H 2.26763 1.68332 1.85974 0.1049
H 2.58921 -0.64864 2.69399 0.0964
H 1.85746 -2.06444 1.87484 0.0631
H 3.03902 -1.07563 1.02227 0.0971
H -0.98986 0.17051 1.00629 0.0730
H -2.29238 -3.18162 0.22432 0.0698
H 0.23388 0.63341 -0.83196 0.1385
H -1.25802 2.50982 -1.96112 0.0816
H 0.20186 3.34607 -2.00520 0.0595

Entry 3:
19
Properties=species:S:1:pos:R:3:lowdin_charge:R:1 method="wB97M-V/def2-TZVPD" homo_ev=-8.07 total_energy_ev=-9933.726 orbital_gap_ha=0.2885 relative_energy_kj_mol=456.21
C -1.19175 0.44618 -0.97315 -0.2325
C 0.61442 -1.61658 0.71558 -0.0165
C 0.27249 1.05465 1.05285 -0.0663
C 1.92957 -0.95646 -0.61969 -0.3613
C 0.14297 0.35424 -0.26610 -0.2727
N -2.37950 0.88203 -0.26340 0.0096
C 1.29049 0.13525 -1.10674 -0.0779
O 2.78374 -1.76964 -0.78335 0.0801
H -2.66378 0.22111 0.44825 0.0712
H -2.26677 1.79034 0.16786 0.0674
H -1.38911 -0.52694 -1.42853 0.1326
H -1.01460 1.11342 -1.83081 0.1349
H 1.51022 0.65946 -2.02952 0.1072
H 1.24458 -1.61554 1.60194 0.0517
H 0.61416 -2.57775 0.20587 0.0548
H -0.41780 -1.41864 1.01671 0.0384
H 1.24821 0.88744 1.50025 0.0930
H 0.19180 2.12890 0.83079 0.1051
H -0.51934 0.80854 1.76118 0.0811

Entry 4:
9
Properties=species:S:1:pos:R:3:lowdin_charge:R:1 method="wB97M-V/def2-TZVPD" homo_ev=-8.97 total_energy_ev=-14479.783 orbital_gap_ha=0.3640 relative_energy_kj_mol=53.48 smiles="[H]/N=C/SC"
H 3.14041 -1.15867 0.00015 0.0438
N 2.73960 -0.22620 0.00016 0.0027
C 1.48699 -0.16727 -0.00042 -0.6448
S 0.67097 1.37332 0.00001 0.8396
C -1.05769 0.79113 -0.00005 -0.4085
H 0.78406 -1.00968 0.00004 0.0745
H -1.68292 1.67734 -0.00039 0.0270
H -1.24801 0.20616 0.89503 0.0328
H -1.24780 0.20561 -0.89480 0.0328